# 1
The following is a DFT calculation (ωB97M-V with the def2-TZVPD basis set) of C36H44Cl54NO8S3 as an isolated structure in a non-equilibrium geometry.

Summary:
frontier orbital gap = 7.52 eV
lowest unoccupied orbital energy = -2.35 eV
net charge = +1
energy above the lowest of the compared OMol25 structures with the same formula, charge and spin = 0.0 kcal per mole
largest force on an atom = 3.68 eV Å⁻¹

Last column: Löwdin charge in e.
Atoms and positions in Å:
Cl (2.71, -6.80, -2.89)  0.532
Cl (11.23, -9.41, -3.36)  0.506
C (-6.51, 2.08, 0.46)  -0.217
Cl (-3.33, -4.26, 7.51)  0.535
C (-7.76, 2.94, 0.25)  -0.229
Cl (4.53, 1.91, -4.26)  0.539
H (-2.73, 1.58, -3.47)  0.080
H (0.30, -1.84, 0.59)  0.052
Cl (-2.42, -7.03, 2.71)  0.558
H (1.98, -0.31, 3.70)  -0.120
Cl (10.37, -3.46, -5.84)  0.474
H (-3.40, 3.28, -0.42)  0.125
Cl (2.88, -2.59, 4.00)  0.515
Cl (8.61, -3.71, 6.25)  0.532
O (-1.90, 3.95, -5.43)  -0.057
C (-2.72, 2.25, -2.62)  -0.172
C (-5.36, 2.60, -0.41)  -0.177
H (-1.62, 3.76, 0.20)  0.108
H (-5.47, 2.19, -1.40)  0.089
H (-1.45, 6.49, 4.24)  0.077
H (-0.42, 0.30, 0.05)  0.121
H (-1.70, 0.63, -1.81)  0.099
Cl (-4.22, 0.02, -1.17)  0.823
Cl (0.23, 4.43, 3.98)  0.696
C (-2.10, 5.76, 3.75)  -0.120
O (-10.27, 3.31, 1.01)  -0.125
Cl (-3.04, -1.48, -4.22)  0.514
Cl (13.93, 2.32, -5.98)  0.493
C (2.90, 1.97, -4.92)  -2.034
H (-5.73, -0.55, 1.08)  0.049
Cl (11.79, -1.70, -2.49)  0.533
C (-5.98, 3.98, 3.43)  -0.068
Cl (1.73, 1.72, -3.61)  0.519
H (-5.11, 4.57, 1.15)  0.125
C (-4.28, 4.34, 1.82)  -0.149
O (0.67, 2.28, 1.90)  0.003
C (11.94, -0.20, -3.40)  -2.044
H (-0.56, -0.68, 3.27)  0.050
S (-3.45, -1.00, 1.64)  0.639
C (-4.71, -1.36, -4.82)  -2.050
C (-11.27, 1.05, 5.47)  -2.045
Cl (11.13, -6.04, -4.80)  0.507
Cl (6.29, -5.24, 5.46)  0.510
O (-8.65, 2.53, 2.69)  -0.331
H (-5.46, -1.40, 2.59)  0.093
Cl (16.21, 2.91, -4.33)  0.514
C (-1.18, 3.29, -4.39)  -0.285
H (0.53, 2.90, 0.01)  0.136
H (-1.51, 4.82, -5.56)  0.083
C (12.23, -10.14, -4.62)  -2.059
Cl (13.83, -10.51, -3.95)  0.527
S (1.76, -0.74, 2.45)  0.606
Cl (5.26, -1.25, -5.75)  0.486
H (-2.05, 6.01, 2.70)  0.066
C (-2.26, 2.76, 2.05)  -0.282
Cl (11.85, -0.55, -5.13)  0.492
Cl (-2.16, -2.47, 5.58)  0.520
H (-4.30, 2.25, 2.23)  0.116
Cl (1.57, -5.70, -0.48)  0.488
H (-6.28, 1.98, 1.51)  0.075
H (-1.59, 2.31, 4.06)  0.125
Cl (12.41, -9.01, -5.97)  0.502
Cl (15.00, 5.00, -5.91)  0.525
Cl (8.48, -4.88, 3.62)  0.525
C (7.54, -4.12, 4.91)  -2.063
Cl (2.68, 0.71, -6.14)  0.522
Cl (3.64, -7.69, -0.31)  0.536
Cl (7.12, -3.23, -4.78)  0.503
H (-2.49, 4.38, -3.13)  0.115
H (-1.16, -2.42, 1.24)  -0.012
C (2.75, -3.77, 2.68)  -1.944
Cl (7.51, -2.01, -7.38)  0.531
Cl (4.29, -5.04, -1.25)  0.513
H (-3.18, 2.95, 3.99)  0.128
Cl (2.62, 3.55, -5.65)  0.545
H (-7.58, 4.01, 0.33)  0.109
Cl (11.47, -11.62, -5.19)  0.527
H (-5.88, 2.90, 3.59)  0.085
H (-6.80, 1.10, 0.07)  0.103
O (-2.84, -1.23, 2.94)  -0.364
Cl (-4.94, -2.52, -6.12)  0.558
C (15.41, 3.28, -5.86)  -2.058
H (-3.50, 5.06, 1.57)  0.127
O (-3.45, -2.15, 0.79)  -0.323
H (-1.10, 3.71, -2.30)  0.095
H (-1.28, 2.09, -0.99)  0.078
C (-5.13, -0.56, 1.98)  -0.104
C (-3.91, 2.48, 0.12)  -0.210
H (-1.05, 2.24, -4.63)  0.100
H (-5.23, 0.33, 2.59)  0.064
Cl (-3.86, -5.72, 0.58)  0.559
C (-0.55, -1.53, 1.20)  -0.303
H (-6.72, 4.16, 2.65)  0.073
Cl (-10.76, -0.38, 6.37)  0.525
Cl (-1.38, -4.60, 1.57)  0.571
Cl (10.63, 0.90, -2.96)  0.510
O (-9.42, 1.05, 0.93)  -0.268
H (-5.53, 3.67, -0.55)  0.112
H (0.08, -2.27, 3.08)  0.032
N (-2.08, 1.25, 2.07)  0.147
H (-8.12, 2.75, -0.76)  0.124
C (-2.85, -5.47, 2.01)  -2.008
Cl (-10.81, 0.88, 3.78)  0.583
Cl (-0.50, -4.38, 6.94)  0.532
Cl (6.79, -2.64, 4.29)  0.502
H (-3.09, 5.95, 4.15)  0.084
Cl (8.72, -5.78, -6.37)  0.511
C (-1.89, -3.31, 7.11)  -2.052
S (-9.04, 2.37, 1.32)  0.527
C (3.06, -6.31, -1.23)  -2.049
Cl (-10.49, 2.49, 6.15)  0.515
H (-2.68, 0.96, 2.85)  0.143
C (-2.44, 0.38, 0.90)  -0.330
H (-1.03, 4.50, 1.62)  0.108
H (-3.74, 2.58, -2.46)  0.089
H (-1.12, 1.05, 2.39)  0.141
C (-1.57, 4.39, 4.14)  -0.664
C (0.07, 2.85, 1.02)  -0.235
C (-1.27, 3.52, 1.20)  -0.073
Cl (-3.71, -4.51, 3.20)  0.546
Cl (4.26, -4.65, 2.53)  0.541
Cl (11.30, -5.52, -7.63)  0.533
C (-3.74, 2.93, 1.59)  -0.173
Cl (-5.84, -1.70, -3.51)  0.511
Cl (7.93, -0.48, -4.97)  0.505
C (-1.19, -0.38, 0.39)  -0.135
Cl (16.48, 2.88, -7.20)  0.530
Cl (1.43, -4.89, 3.03)  0.527
Cl (-13.02, 1.24, 5.59)  0.534
H (-6.34, 4.39, 4.36)  0.108
H (-1.70, 4.33, 5.21)  0.105
O (-4.73, 4.58, 3.13)  -0.179
C (-2.12, 1.54, -1.39)  -0.211
C (-2.18, 3.11, 3.59)  -0.105
Cl (13.49, 0.57, -3.04)  0.518
C (6.96, -1.75, -5.72)  -2.038
C (-1.88, 3.48, -3.04)  -0.148
Cl (-4.99, 0.28, -5.43)  0.535
H (-10.11, 4.17, 1.42)  0.106
H (-0.18, 3.72, -4.36)  0.065
C (10.38, -5.20, -6.16)  -2.030
Cl (-1.58, -2.14, 8.39)  0.529
C (-3.14, 1.16, -0.29)  -0.557
H (-1.54, -0.87, -0.51)  0.119
Cl (2.39, -2.91, 1.17)  0.499
C (0.03, -1.30, 2.59)  -0.517


# 2
The following is a DFT calculation (ωB97M-V with the def2-TZVPD basis set) of C36H44IN5O3ReSi as an isolated structure.

Summary:
2S+1 = 2
frontier orbital gap (spin up / spin down) = 6.82 / 6.44 eV
lowest unoccupied orbital energy (spin up / spin down) = -6.20 / -6.59 eV
net charge = +2
energy above the lowest of the compared OMol25 structures with the same formula, charge and spin = 9.0 kcal per mole
largest force on an atom = 0.52 eV Å⁻¹

Last column: Löwdin spin population.
Atoms and positions in Å:
H (-4.92, -4.82, -0.63)  0.000
C (-5.03, 2.48, -1.12)  0.000
H (-3.99, 1.33, 4.20)  0.000
C (-0.66, -5.85, -2.02)  0.000
C (-2.60, 3.50, 3.93)  0.000
Re (0.09, -0.55, -0.23)  0.697
C (-0.26, 2.12, 3.75)  0.000
H (-2.75, 0.29, 2.47)  0.000
C (-0.88, 2.24, 5.15)  0.000
Si (-1.72, -3.16, -1.77)  0.011
H (-3.80, 0.82, -0.56)  0.000
H (-3.58, -5.59, -1.46)  0.000
H (-3.90, 5.65, -1.56)  0.000
C (-2.65, -4.11, 0.71)  0.001
C (-5.04, 3.84, -1.42)  -0.003
H (-2.54, -4.27, -4.33)  0.000
H (-0.51, 3.09, 5.72)  0.000
O (-0.81, -1.96, -0.94)  0.107
C (-2.83, -0.44, -4.71)  0.000
H (-1.64, -6.23, -1.76)  0.000
C (1.89, 1.77, 0.22)  0.120
O (-1.55, 4.72, -0.86)  -0.001
H (-2.94, 0.42, 5.30)  0.000
H (-0.60, -1.93, 1.97)  -0.001
H (-5.93, 1.90, -1.19)  0.000
H (-1.60, 3.70, 2.01)  0.000
H (-1.96, -4.95, 0.60)  0.000
C (-2.37, -0.98, -3.52)  0.000
C (-3.88, 4.59, -1.34)  0.000
C (-2.10, 0.66, 3.27)  0.000
C (-1.41, 1.90, -0.37)  -0.015
C (-2.63, -3.19, -4.42)  0.000
H (-3.49, -4.44, 1.32)  0.000
H (2.40, -7.03, -2.86)  0.000
C (-0.42, -4.47, -2.06)  0.000
H (-5.96, 4.32, -1.72)  0.000
H (-1.72, 5.63, -1.14)  0.000
H (-3.66, 3.75, 3.96)  0.000
H (-3.01, 2.65, 1.97)  0.000
C (2.80, 0.65, 0.15)  0.006
N (0.65, 1.46, 0.02)  -0.015
H (-0.75, 1.33, 5.75)  0.000
H (2.21, 2.80, 0.32)  0.005
H (-3.37, -3.31, -6.43)  0.000
H (-4.44, -1.96, -1.34)  0.000
C (-2.64, 2.62, -0.68)  -0.001
N (-1.29, 1.77, 2.77)  0.001
H (0.14, -7.82, -2.26)  0.000
H (-3.33, -1.49, -0.04)  0.000
C (1.62, -6.32, -2.64)  0.000
H (-2.91, 0.63, -4.82)  0.000
O (-1.51, 0.59, -0.32)  0.005
H (0.19, 3.06, 3.44)  0.000
C (-3.09, -2.65, -5.61)  0.000
C (2.94, -1.61, -0.36)  0.007
C (1.87, -4.95, -2.69)  0.000
C (4.18, 0.74, 0.28)  0.020
H (-4.74, -2.49, 0.33)  0.000
C (-2.14, 2.94, 2.57)  0.000
C (0.35, -1.74, 1.48)  -0.005
C (-2.68, 4.00, -0.96)  -0.003
C (-3.96, -2.30, -0.42)  0.000
H (2.43, -2.53, -0.60)  0.000
N (2.19, -0.52, -0.15)  0.015
C (4.32, -1.58, -0.25)  0.018
H (4.63, 1.70, 0.52)  0.001
H (2.86, -4.60, -2.98)  0.000
H (-2.79, 2.68, 5.83)  0.000
H (-2.11, -0.32, -2.70)  0.000
C (-3.15, -3.59, -0.64)  0.004
H (-2.03, 4.37, 4.26)  0.000
I (1.67, -1.17, 3.07)  0.028
H (0.74, -2.70, 1.13)  0.001
C (-2.26, -2.37, -3.35)  0.002
H (6.03, -0.34, 0.18)  0.000
C (-3.84, 1.89, -0.77)  -0.002
C (4.95, -0.39, 0.09)  0.003
C (-4.07, -4.63, -1.29)  0.001
N (-0.26, 2.47, -0.14)  -0.006
H (0.52, 1.36, 3.75)  0.000
C (-3.19, -1.28, -5.76)  0.000
N (-2.36, 2.42, 4.95)  0.000
H (-4.47, -4.28, -2.25)  0.000
H (1.07, -2.98, -2.50)  0.000
H (-3.55, -0.86, -6.68)  0.000
H (-2.13, -3.33, 1.27)  0.000
H (-1.43, -0.15, 3.56)  0.000
C (0.86, -4.05, -2.41)  0.000
H (4.89, -2.48, -0.44)  0.001
C (-2.96, 1.12, 4.47)  0.000
C (0.35, -6.76, -2.30)  0.000


> Which value of net charge does entry 1 give?

+1


> Which value of net charge does entry 2 give?

+2


> Among the records above, which one has the highest net charge?

C36H44IN5O3ReSi


> What is the formula in the first record?

C36H44Cl54NO8S3